2 unconnected molecules or ions with the total composition C4H12P2 in a non-equilibrium geometry. Source: OMol25; level of theory: the ωB97M-V functional and the def2-TZVPD basis.

Atoms and positions in Å:
C1 -0.9898 -1.3177 0.4361
P1 -0.1343 0.1542 0.4243
C2 1.1110 0.0424 1.8977
C3 -1.3257 1.5794 0.7723
H1 -1.6639 -1.2592 -0.4852
H2 -0.1786 -1.9394 0.3512
H3 0.7804 0.8721 -0.5574
H4 1.5156 -0.9205 1.4694
H5 0.7348 -0.0956 2.8450
H6 1.8695 0.8089 1.6673
H7 -1.0202 2.4177 0.1800
H8 -1.2779 1.9962 1.7798
H9 -2.2878 1.1695 0.5215
C4 1.4971 -2.1478 -2.1467
P2 2.0838 -0.7554 -2.8113
H10 1.0696 -2.9022 -2.7596
H11 1.4200 -2.4588 -1.0785
H12 2.6154 -0.2000 -1.6370

## Properties
- E_tot: -842.14073 Ha
- Structure (SMILES): C=[PH](C)C.C=P
- HOMO: -0.2965 Eh
- HOMO-LUMO gap: 8.24 eV
- Relative energy (zero: lowest compared OMol25 entry of this formula, charge and spin): 90.0 kcal per mole

***

4 unconnected molecules or ions with the total composition C4H14NO6 in a non-equilibrium geometry. Source: OMol25; level of theory: the ωB97M-V functional and the def2-TZVPD basis.

Atoms and positions in Å:
O1 -2.0574 -0.6863 -2.1771
C1 -2.3444 -0.4831 -0.9539
C2 -1.3663 0.3725 -0.2556
C3 -1.0304 1.6889 -0.9663
C4 0.2177 2.3319 -0.3934
O2 0.7998 3.2223 -1.2138
O3 0.7813 1.9441 0.6369
N1 0.0472 -0.4599 -0.4955
H1 -3.0981 -0.9543 -0.3940
H2 -1.4536 0.4345 0.9486
H3 -1.7903 2.4674 -0.9080
H4 -0.8689 1.5708 -2.0204
H5 1.6690 3.4574 -0.9763
H6 0.4671 0.0073 -1.4710
H7 0.6328 -0.6406 0.3733
H8 -0.2269 -1.4506 -0.8506
H9 3.7797 -1.1410 -1.3488
H10 3.4203 -1.9772 -0.0749
O4 3.0933 -1.5951 -0.8180
H11 1.8890 -3.1364 3.1837
H12 0.9235 -1.9590 3.0182
O5 1.4203 -2.6298 2.6089
H13 -1.1409 -2.1633 3.5657
H14 -0.6849 -2.3719 2.0170
O6 -1.1258 -1.8034 2.6907

## Properties
- E_tot: -666.69790 Ha
- Net charge: +1
- HOMO: -0.5370 Eh
- HOMO-LUMO gap: 10.13 eV
- Relative energy (zero: lowest compared OMol25 entry of this formula, charge and spin): 16.8 kcal per mole

***

A single C3H3N5 molecule in a non-equilibrium geometry. Source: OMol25; level of theory: the ωB97M-V functional and the def2-TZVPD basis.

Atoms and positions in Å:
H1 -1.8750 0.5271 2.3007
N1 -0.9954 0.1669 2.1828
C1 -0.5613 0.2167 0.9633
C2 0.9187 -0.0391 0.4306
C3 1.2974 -0.5539 -0.8247
N2 0.4638 -1.0317 -1.8639
N3 -0.7570 -0.7222 -2.1132
N4 -1.2539 0.5128 -1.3871
N5 -1.3147 0.9715 -0.2293
H2 1.6842 0.3239 1.2577
H3 2.3933 -0.3720 -0.7169

## Properties
- E_tot: -389.66083 Ha
- Structure (SMILES): [H]/N=c1/ccnnnn1
- HOMO: -0.3326 Eh
- HOMO-LUMO gap: 7.77 eV
- Relative energy (zero: lowest compared OMol25 entry of this formula, charge and spin): 130.4 kcal per mole